Molecular formula: C21H26In2N5O3
Method: DFT, ωB97M-V/def2-TZVPD

Results
- Total charge: +5
- Orbital gap: 2.26 eV
- LUMO: -0.6716 Eh
- E_HOMO: -20.53 eV

Atoms and positions in Å:
In1 2.87010 4.45340 3.23296
In2 5.18919 0.23183 0.48075
O1 0.12492 0.98286 0.55607
C1 1.28899 1.54480 0.84071
O2 1.29591 2.49534 1.62984
O3 2.33809 1.08116 0.45985
H1 -0.39865 1.50444 1.16880
N1 2.03240 -2.04267 1.11390
C2 2.21401 -1.90206 -0.24016
C3 3.26389 -2.65235 -0.63311
C4 3.83422 -3.16339 0.52645
C5 3.02088 -2.84408 1.65656
H2 1.18981 -1.72315 1.57002
H3 1.44014 -1.45932 -0.84967
H4 3.54697 -2.77768 -1.66778
H5 4.65234 -3.86467 0.45365
H6 2.95442 -3.28030 2.64231
N2 -1.50675 -3.98235 3.84155
C6 -1.02401 -4.51669 2.71757
C7 -0.70565 -3.46728 1.77370
C8 -1.00922 -2.25162 2.43819
C9 -1.39032 -2.63377 3.76269
H7 -1.69818 -4.54280 4.65969
H8 -0.79732 -5.57263 2.71697
H9 -0.24090 -3.59826 0.80765
H10 -0.85509 -1.26404 2.02913
H11 -1.77493 -2.06948 4.59938
N3 -2.13302 2.76915 2.27360
C10 -2.48740 3.25045 1.03332
C11 -2.99398 2.20661 0.33019
C12 -2.91110 1.03700 1.07126
C13 -2.44610 1.44874 2.29934
H12 -1.66766 3.21895 3.04899
H13 -2.27382 4.29087 0.83755
H14 -3.37772 2.27303 -0.67714
H15 -3.19200 0.02193 0.83228
H16 -2.09710 0.88629 3.15272
N4 1.92018 3.67116 -4.26987
C14 1.75724 4.54569 -3.28021
C15 1.35000 3.80548 -2.16898
C16 1.13828 2.50519 -2.54102
C17 1.41231 2.48188 -3.85340
H17 2.38787 3.89602 -5.13636
H18 1.94016 5.59386 -3.46538
H19 1.02369 4.17993 -1.20997
H20 0.77601 1.70991 -1.90645
H21 1.41744 1.61659 -4.49966
N5 -1.44587 -0.23107 -1.54830
C18 -1.59028 -1.58051 -1.61922
C19 -2.30003 -1.89721 -2.75998
C20 -2.58143 -0.69378 -3.43644
C21 -1.94085 0.34306 -2.68527
H22 -0.89886 0.25499 -0.85215
H23 -1.28515 -2.26056 -0.83768
H24 -2.47812 -2.88877 -3.14920
H25 -3.06351 -0.53765 -4.39018
H26 -1.81422 1.39776 -2.88011

Cartesian forces, eV/Å:
-0.105 0.000 0.007
-0.109 0.076 -0.029
-1.310 -0.939 -0.632
2.662 1.479 2.075
-1.546 2.019 1.220
2.411 -2.662 -2.581
-1.357 0.138 0.149
0.073 0.119 0.286
-2.572 0.564 0.977
1.725 -0.195 -0.246
0.529 -1.300 -0.256
-0.941 0.253 -1.989
0.476 0.068 0.242
0.177 0.312 0.147
0.321 -0.191 0.158
0.160 0.038 0.619
0.313 0.344 0.110
1.010 0.160 -0.555
0.570 -0.344 -0.456
-0.511 1.062 1.357
0.882 -2.086 -0.215
-1.556 0.616 -0.169
-0.266 0.095 0.410
-0.210 -0.182 -0.492
-0.212 -0.241 0.086
-0.223 0.129 0.324
0.318 0.387 0.024
-0.298 -0.692 -0.255
1.093 1.401 1.771
-0.685 -0.874 -2.550
-0.585 -0.093 0.185
1.588 -0.274 1.561
-0.279 0.406 -0.224
-0.437 -0.051 -0.389
-0.111 0.155 0.075
-0.257 0.230 -0.107
-0.530 -0.145 0.131
-0.299 0.563 -0.531
0.859 0.665 -0.929
-1.681 0.078 2.597
-0.840 0.520 2.699
1.617 -2.274 -3.497
-0.310 -0.180 -0.479
0.115 0.136 0.378
0.437 0.357 -0.028
0.141 0.039 -0.242
-0.073 0.135 -0.302
0.651 0.566 -0.411
-0.350 0.142 0.493
-0.686 0.603 -2.138
0.783 -1.008 0.231
-0.084 -0.320 0.813
0.031 0.167 0.294
0.176 0.210 0.002
-0.320 0.002 0.226
-0.125 -0.164 0.047
-0.249 -0.016 0.010

Charges per atom according to natural (NBO) partitioning, unit e: 0.995, 0.984, -0.759, 0.949, -0.826, -0.779, 0.523, -0.539, 0.082, -0.281, -0.227, 0.089, 0.431, 0.223, 0.282, 0.289, 0.273, -0.493, 0.228, -0.235, -0.316, 0.208, 0.489, 0.285, 0.253, 0.248, 0.274, -0.514, 0.080, -0.289, -0.277, 0.050, 0.454, 0.260, 0.255, 0.248, 0.223, -0.505, 0.224, -0.195, -0.294, 0.198, 0.484, 0.287, 0.255, 0.246, 0.260, -0.571, 0.165, -0.251, -0.135, 0.161, 0.460, 0.226, 0.296, 0.296, 0.253

Molecular formula: C6H10O
Method: DFT, ωB97M-V/def2-TZVPD

Results
- Energy relative to the best compared isomer or geometry (same formula, charge and spin): 471.5 kJ/mol
- Orbital gap: 9.61 eV
- LUMO: 0.0329 Eh
- E_HOMO: -8.72 eV

Atoms and positions in Å:
C1 1.66200 -0.53949 -0.37684
C2 0.55109 0.25255 0.25955
C3 -0.14457 1.39132 -0.05214
C4 -1.42882 0.67964 0.03643
O1 -1.64537 -0.41992 -0.94438
C5 -1.28674 -1.42782 0.01940
C6 -0.66988 -0.36958 0.88662
H1 2.18029 -1.23399 0.29188
H2 2.39595 0.06692 -0.91158
H3 1.14823 -1.14399 -1.14027
H4 1.97793 1.64551 0.51881
H5 0.06189 2.45483 -0.08002
H6 2.00094 2.07845 -0.08622
H7 -2.37407 1.18718 0.22095
H8 -0.59753 -2.18901 -0.36342
H9 -2.16652 -1.89250 0.47279
H10 -0.74685 -0.29315 1.97123

Cartesian forces, eV/Å:
0.042 0.072 0.103
-0.191 -0.130 -0.287
-0.071 0.009 0.093
-0.344 0.331 0.410
-0.275 0.079 -0.105
-0.086 -0.384 0.008
-0.138 -0.375 0.242
-0.108 0.179 0.047
-0.151 -0.020 0.218
0.190 0.047 0.176
0.634 0.621 -0.009
0.157 -0.222 -0.866
0.648 0.322 0.161
-0.054 -0.167 0.262
-0.287 0.040 -0.114
-0.058 -0.072 -0.185
0.091 -0.330 -0.154

Charges per atom according to natural (NBO) partitioning, unit e: -0.668, 0.075, -0.235, 0.056, -0.536, -0.080, -0.282, 0.221, 0.234, 0.235, 0.018, 0.218, -0.015, 0.185, 0.174, 0.176, 0.226

Molecular formula: C32H96O16
Method: DFT, ωB97M-V/def2-TZVPD

Results
- Energy relative to the best compared isomer or geometry (same formula, charge and spin): 531.2 kJ/mol
- Orbital gap: 10.02 eV
- LUMO: -0.0002 Eh
- E_HOMO: -10.03 eV

Atoms and positions in Å:
C1 -0.31108 7.96110 -1.94610
C2 -0.78057 9.13228 -1.07420
O1 0.13536 9.36744 0.00373
H1 -0.19271 7.05164 -1.35706
H2 0.63123 8.19748 -2.44035
H3 -1.03347 7.68274 -2.71342
H4 -1.75877 8.88690 -0.66067
H5 -0.85833 10.00600 -1.72125
H6 0.82903 9.97116 -0.27188
C3 7.16948 -1.92481 5.11666
C4 7.63593 -1.32328 3.78050
O2 6.54784 -1.23337 2.86551
H7 6.75239 -2.91892 4.95577
H8 6.35932 -1.29289 5.48057
H9 7.96878 -1.94412 5.85748
H10 8.39992 -1.99329 3.38618
H11 8.08205 -0.34773 3.97384
H12 6.97649 -0.85627 2.09373
C5 5.46405 4.77225 0.84022
C6 6.70510 5.54180 1.32228
O3 7.82798 5.13110 0.47108
H13 4.55202 4.93619 1.41418
H14 5.68689 3.71634 0.99354
H15 5.24853 4.94073 -0.21489
H16 6.87169 5.38294 2.38769
H17 6.55406 6.61833 1.24234
H18 8.38096 5.88312 0.24687
C7 -3.11197 -7.34919 -1.25364
C8 -2.07482 -6.91317 -0.22089
O4 -1.36500 -8.04335 0.20280
H19 -3.92583 -6.67002 -1.50754
H20 -3.62200 -8.24920 -0.91024
H21 -2.58551 -7.67126 -2.15210
H22 -2.54989 -6.33332 0.57043
H23 -1.41192 -6.21661 -0.73418
H24 -1.95340 -8.47071 0.82951
C9 5.73009 -6.27619 -0.40836
C10 4.21203 -6.39923 -0.21266
O5 3.79325 -7.72495 -0.34197
H25 6.23581 -6.96071 0.27266
H26 6.02029 -5.24983 -0.18371
H27 5.99541 -6.53633 -1.43307
H28 3.65202 -5.74753 -0.88332
H29 4.03274 -6.01007 0.78959
H30 2.87355 -7.76327 -0.06941
C11 0.78468 3.55811 -6.70040
C12 1.66199 3.11293 -5.52519
O6 2.50290 2.15700 -6.11343
H31 1.36351 4.12757 -7.42757
H32 -0.04626 4.19079 -6.38837
H33 0.32520 2.74841 -7.26729
H34 1.08759 2.62273 -4.73916
H35 2.24144 3.93106 -5.09741
H36 2.65408 2.40407 -7.02868
C13 -4.12192 -2.90607 -8.43309
C14 -3.22913 -1.76128 -7.94887
O7 -3.04957 -1.89853 -6.57340
H37 -3.62451 -3.87540 -8.46605
H38 -4.48853 -2.71330 -9.44132
H39 -5.01236 -2.96883 -7.80758
H40 -3.72362 -0.79191 -8.01136
H41 -2.29673 -1.60585 -8.49162
H42 -2.17358 -2.25961 -6.41893
C15 -6.35363 -0.19154 7.80840
C16 -5.59015 -1.26018 7.04115
O8 -5.42287 -0.74579 5.76180
H43 -5.85088 0.77518 7.83642
H44 -6.54422 -0.47122 8.84453
H45 -7.31939 -0.02619 7.33081
H46 -6.04596 -2.24174 7.17106
H47 -4.64156 -1.28148 7.57763
H48 -4.65360 -1.16817 5.37269
C17 -0.61968 0.23996 -0.00973
C18 0.78382 -0.31839 0.03363
O9 1.34360 -0.16771 1.36285
H49 -1.06176 0.11856 -0.99863
H50 -0.57677 1.30822 0.20252
H51 -1.31909 -0.27946 0.64535
H52 1.42859 0.24905 -0.63747
H53 0.86449 -1.33458 -0.35232
H54 2.27852 -0.37434 1.29334
C19 6.97728 -0.61514 -3.74811
C20 7.57009 0.69635 -3.35104
O10 7.84583 0.72043 -1.96013
H55 6.67156 -0.61933 -4.79435
H56 6.04078 -0.77717 -3.21442
H57 7.61966 -1.46957 -3.53502
H58 6.81707 1.45560 -3.56222
H59 8.44168 0.92339 -3.96495
H60 8.09625 1.63365 -1.80229
C21 -7.73685 4.12961 -0.99880
C22 -6.17786 4.28055 -1.17310
O11 -5.88973 3.95492 -2.53455
H61 -8.27694 4.69393 -1.75904
H62 -8.10562 4.26278 0.01825
H63 -8.02503 3.10710 -1.24282
H64 -5.60764 3.64690 -0.49380
H65 -5.76137 5.25425 -0.91517
H66 -6.14108 3.04526 -2.71039
C23 1.09046 -5.43492 -5.71122
C24 1.85244 -4.15588 -6.12161
O12 1.35515 -3.07476 -5.34893
H67 1.33620 -6.27656 -6.35881
H68 0.00659 -5.32503 -5.74627
H69 1.28354 -5.76102 -4.68923
H70 1.68472 -3.89904 -7.16756
H71 2.92937 -4.29217 -6.02279
H72 1.88380 -2.30095 -5.55715
C25 -6.17523 -1.93468 -1.51091
C26 -6.98035 -1.85147 -2.77581
O13 -6.35142 -0.84247 -3.57992
H73 -6.11774 -0.92041 -1.11588
H74 -5.17663 -2.33614 -1.68337
H75 -6.59571 -2.45364 -0.64954
H76 -7.94766 -1.50472 -2.41222
H77 -7.15227 -2.75652 -3.35840
H78 -5.50098 -1.18365 -3.86617
C27 -3.98212 6.00692 4.76581
C28 -3.99165 4.45719 4.77949
O14 -5.35317 4.06508 4.63303
H79 -4.75472 6.38339 5.43621
H80 -4.19017 6.38749 3.76581
H81 -3.00131 6.38717 5.05135
H82 -3.64549 4.10309 5.75052
H83 -3.37303 4.06532 3.97212
H84 -5.32147 3.11612 4.77473
C29 -0.92233 -5.14191 5.76728
C30 -0.14464 -4.22113 4.87977
O15 -0.92139 -3.13432 4.49378
H85 -0.33312 -5.94245 6.21457
H86 -1.79137 -5.55333 5.25386
H87 -1.43371 -4.60181 6.56408
H88 0.27402 -4.73079 4.01197
H89 0.72970 -3.88165 5.43511
H90 -0.31615 -2.59150 3.98325
C31 1.07580 1.91881 7.22046
C32 1.50625 3.11710 6.38334
O16 1.04931 4.25618 7.03012
H91 1.48336 0.96173 6.89490
H92 0.00684 1.70861 7.18554
H93 1.32291 1.93608 8.28194
H94 1.11304 3.11504 5.36674
H95 2.59353 3.15187 6.31455
H96 1.19506 4.98023 6.41683

Cartesian forces, eV/Å:
-0.123 -0.155 0.177
0.680 -0.622 -0.532
-0.499 -0.086 0.000
0.220 0.112 0.210
0.059 -0.041 0.039
-0.156 0.336 -0.117
0.097 0.243 0.218
-0.211 0.230 0.176
-0.067 -0.024 -0.168
-0.518 0.590 -0.780
0.057 -0.875 1.113
0.493 0.148 0.253
0.166 -0.061 0.071
-0.020 -0.027 0.251
0.006 -0.070 -0.127
0.230 0.080 -0.247
0.019 0.172 -0.118
-0.447 0.050 -0.451
0.578 -0.358 0.371
-0.245 0.239 -1.086
-0.862 -0.030 0.877
0.143 0.444 0.144
-0.006 -0.158 -0.282
0.146 0.076 0.062
0.398 -0.474 -0.048
-0.018 0.117 -0.271
-0.130 0.121 0.214
-0.239 -0.708 -0.137
-0.961 0.853 -1.365
0.327 0.094 0.594
0.364 0.451 0.034
-0.036 -0.125 0.264
-0.094 0.184 -0.159
0.071 -0.218 0.431
0.415 -0.139 0.239
0.177 -0.374 0.100
-0.871 -0.286 -0.292
0.870 0.947 0.467
-0.054 -0.603 -0.047
0.028 0.058 -0.002
0.137 -0.045 -0.097
0.161 0.074 0.018
0.111 0.124 -0.334
-0.310 -0.096 0.325
-0.096 -0.171 -0.039
-0.839 0.971 0.514
-0.789 -0.076 -1.570
1.236 -1.124 0.456
0.202 0.159 0.080
0.008 0.212 0.040
0.185 -0.401 0.398
0.011 0.020 -0.016
-0.089 0.186 0.050
0.073 0.030 0.053
-0.001 0.502 -0.738
-1.081 0.331 -0.312
0.994 -0.257 1.272
0.138 0.064 0.242
0.059 0.050 -0.179
0.171 -0.025 0.179
-0.446 -0.062 -0.581
0.172 -0.505 -0.087
0.011 -0.102 0.268
-0.917 -0.079 0.133
0.420 1.433 2.212
0.133 -0.406 -1.101
0.283 -0.164 -0.221
0.012 -0.198 0.015
-0.129 0.037 0.020
-0.253 -0.102 -0.629
0.476 -0.474 -0.200
0.009 -0.028 -0.248
-0.031 -0.126 -0.182
0.690 0.443 0.110
-0.632 -0.358 -0.541
0.252 0.045 -0.217
-0.225 -0.073 0.211
0.234 0.125 0.364
-0.099 0.296 -0.235
-0.285 -0.365 0.419
0.095 -0.017 0.101
-0.643 -0.676 0.097
-0.563 0.188 -0.330
0.270 0.066 -0.206
0.369 0.037 -0.151
0.020 -0.004 0.278
0.133 0.079 -0.116
-0.037 0.280 -0.165
0.319 0.006 0.121
0.113 0.038 0.514
1.050 -0.399 0.023
-1.342 -0.718 -0.132
0.585 0.672 0.165
0.146 0.546 0.358
0.055 0.509 -0.066
0.321 -0.341 0.019
-0.278 -0.560 0.091
-0.466 0.359 -0.637
-0.062 -0.098 0.172
0.110 0.149 -0.127
-0.781 -0.618 -0.023
0.132 0.029 0.364
0.152 0.082 -0.110
-0.009 0.371 -0.271
0.389 0.262 0.050
-0.139 -0.373 -0.297
0.123 -0.033 0.344
-0.012 0.156 0.064
0.512 -0.300 0.902
0.033 0.657 0.468
-0.821 -0.084 -0.166
0.396 0.166 -0.280
0.132 0.116 0.062
-0.352 -0.597 -0.362
-0.241 0.359 -0.775
0.259 -0.217 0.201
0.109 -0.071 -0.073
0.210 -0.801 -0.232
-0.483 1.640 0.286
0.322 -0.381 -0.159
0.140 -0.028 0.086
-0.097 -0.090 -0.039
-0.033 0.019 0.146
0.361 -0.053 -0.005
0.110 -0.119 -0.004
-0.531 -0.221 -0.075
-1.222 -0.176 0.192
1.097 -0.701 0.631
-0.390 0.623 -0.351
0.056 0.062 -0.195
0.217 -0.403 -0.404
0.488 0.335 0.286
-0.185 -0.335 -0.224
0.217 0.194 0.220
-0.290 0.442 -0.180
-0.407 -1.123 -0.193
0.305 -1.134 0.367
-0.432 1.275 0.426
0.436 0.144 -0.447
-0.222 0.533 -0.116
0.251 0.707 -0.054
-0.106 -0.543 -0.135
0.268 -0.176 -0.070
-0.103 0.312 0.212

Mulliken atomic charge list, values in e, 99 entries: -0.924, -0.232, -0.521, 0.266, 0.276, 0.325, 0.262, 0.248, 0.300, -1.059, -0.202, -0.502, 0.286, 0.272, 0.344, 0.279, 0.288, 0.293, -0.974, -0.170, -0.523, 0.338, 0.240, 0.273, 0.229, 0.293, 0.295, -0.884, -0.262, -0.491, 0.318, 0.289, 0.230, 0.243, 0.251, 0.307, -1.032, -0.146, -0.521, 0.290, 0.326, 0.276, 0.268, 0.240, 0.298, -1.227, -0.022, -0.519, 0.362, 0.333, 0.341, 0.235, 0.192, 0.304, -0.889, -0.247, -0.476, 0.260, 0.322, 0.246, 0.209, 0.312, 0.264, -1.101, -0.103, -0.500, 0.283, 0.353, 0.274, 0.272, 0.225, 0.299, -1.041, -0.160, -0.505, 0.344, 0.268, 0.279, 0.244, 0.284, 0.287, -1.090, -0.139, -0.503, 0.345, 0.272, 0.305, 0.243, 0.271, 0.296, -0.939, -0.197, -0.515, 0.277, 0.322, 0.260, 0.219, 0.276, 0.297

Molecular formula: CH6N4
Method: DFT, ωB97M-V/def2-TZVPD

Results
- SMILES string: N/N=C\NN
- Energy relative to the best compared isomer or geometry (same formula, charge and spin): 253.2 kJ/mol
- Orbital gap: 9.50 eV
- LUMO: 0.0414 Eh
- E_HOMO: -8.38 eV

Atoms and positions in Å:
N1 -1.80250 -0.53259 -0.10711
N2 -1.36462 0.75129 -0.08180
C1 -0.10384 0.85508 0.14672
N3 0.63545 -0.38207 0.23717
N4 1.89785 -0.22071 -0.24262
H1 -1.34972 -1.09089 0.54012
H2 -2.90018 -0.71750 -0.23224
H3 0.37790 1.78685 0.11240
H4 0.15408 -1.14433 -0.34703
H5 2.43735 -0.11109 0.69615
H6 2.01823 0.80596 -0.72178

Cartesian forces, eV/Å:
-4.154 -0.065 -2.110
0.103 1.334 0.261
-2.230 -3.684 -0.586
-3.035 0.250 -0.897
4.535 3.280 1.232
0.309 -1.564 1.686
3.651 1.101 0.711
0.704 0.973 0.169
0.710 1.721 0.804
-0.250 -0.183 -2.498
-0.342 -3.163 1.227

Charges per atom according to natural (NBO) partitioning, unit e: -0.673, -0.267, 0.128, -0.506, -0.629, 0.352, 0.389, 0.184, 0.366, 0.339, 0.317